[1]
ORCA calculation (wB97M-V/def2-TZVPD) on 14 unconnected molecules or ions with the total composition C4H38N2O14.

## Properties
Highest occupied orbital energy ... -8.63 eV
ΔE to the lowest compared entry with this formula, charge and spin ... 375.0 kJ/mol
Kohn-Sham gap ... 8.28 eV

Last column: natural (NBO) charge in e.
Geometry (Å):
C 0.328 0.764 -0.593  -0.2317
N 1.414 -0.196 -0.328  -0.6957
C 1.789 -1.136 -1.316  0.0829
O 0.789 -2.221 -1.422  -0.7912
C 0.397 1.838 0.550  -0.0444
C 0.296 3.287 0.132  -0.6314
N -0.428 1.601 1.733  -0.8877
H 0.425 1.452 -1.425  0.2073
H -0.646 0.352 -0.478  0.1791
H 1.392 -0.388 0.696  0.4318
H 1.696 -0.764 -2.305  0.1725
H 2.851 -1.412 -1.095  0.1866
H 0.655 -2.579 -0.526  0.4811
H 1.457 1.875 0.967  0.1683
H 0.138 4.073 0.841  0.2171
H 1.277 3.551 -0.357  0.2089
H -0.404 3.439 -0.703  0.2119
H -1.007 2.357 2.015  0.3554
H -0.996 0.757 1.634  0.3698
H -4.201 1.129 3.692  0.4830
H -2.750 1.670 3.313  0.4841
O -3.439 0.956 3.115  -0.9625
H -2.913 1.629 -3.169  0.4607
H -1.714 1.254 -3.897  0.4761
O -2.046 2.004 -3.364  -0.9379
H -3.872 -1.917 -1.997  0.4749
H -2.642 -2.705 -1.564  0.4683
O -2.957 -1.805 -1.675  -0.9389
H 3.441 -3.101 1.797  0.4678
H 3.032 -2.179 0.618  0.4832
O 3.334 -3.086 0.849  -0.9516
H 0.947 0.575 -5.229  0.4628
H -0.369 -0.140 -4.902  0.4854
O 0.149 0.217 -5.639  -0.9611
H 0.461 -3.790 2.335  0.4842
H -0.705 -2.754 2.461  0.5162
O 0.242 -2.891 2.620  -0.9840
H 3.093 2.971 -3.842  0.4707
H 1.667 2.504 -4.132  0.4686
O 2.533 2.615 -4.568  -0.9383
H -2.779 -0.990 2.291  0.5088
H -2.384 -1.758 1.022  0.4938
O -2.177 -1.651 1.948  -0.9912
H 2.815 2.320 4.446  0.4704
H 1.911 1.882 3.319  0.4815
O 2.799 2.199 3.490  -0.9513
H -1.273 -1.979 -3.164  0.4788
H -0.047 -1.387 -2.803  0.4989
O -0.729 -1.294 -3.558  -0.9866
H 1.326 -1.619 2.821  0.5063
H 0.564 -0.302 2.909  0.4819
O 1.442 -0.648 2.681  -0.9968
H -4.870 -1.954 2.342  0.4887
H -5.302 -2.029 0.748  0.4893
O -4.720 -1.688 1.439  -0.9771
H 3.613 0.997 1.310  0.4721
H 3.389 0.037 2.426  0.4940
O 3.706 0.056 1.492  -0.9638



[2]
ORCA calculation (wB97M-V/def2-TZVPD) on C5H10O3 in the gas phase.

## Properties
SMILES ... C/C(O)=C(\C)COO
Highest occupied orbital energy ... -8.10 eV
ΔE to the lowest compared entry with this formula, charge and spin ... 430.6 kJ/mol
Kohn-Sham gap ... 8.96 eV

Last column: natural (NBO) charge in e.
Geometry (Å):
C -1.173 1.880 0.014  -0.6784
C -0.643 0.616 0.622  0.3534
O -1.385 0.092 1.656  -0.6799
C 0.531 0.025 0.280  -0.1433
C 1.498 0.625 -0.705  -0.6320
C 0.775 -1.390 0.643  -0.1065
O -0.416 -2.145 -0.004  -0.3115
O -0.210 -2.402 -1.419  -0.4671
H -2.267 1.859 -0.021  0.2112
H -0.864 2.748 0.604  0.2272
H -0.828 2.010 -1.015  0.2332
H -2.280 0.465 1.626  0.4769
H 1.454 1.717 -0.719  0.2107
H 1.300 0.257 -1.715  0.2198
H 2.524 0.358 -0.432  0.2121
H 1.720 -1.789 0.266  0.1963
H 0.671 -1.572 1.715  0.2144
H -0.408 -3.353 -1.395  0.4637



[3]
ORCA calculation (wB97M-V/def2-TZVPD) on C2ClF2N in the gas phase.

## Properties
SMILES ... N#CC(F)(F)Cl
Highest occupied orbital energy ... -12.47 eV
ΔE to the lowest compared entry with this formula, charge and spin ... 16.8 kJ/mol
Kohn-Sham gap ... 12.65 eV

Last column: natural (NBO) charge in e.
Geometry (Å):
N 2.010 -0.956 -0.037  -0.1980
C 0.993 -0.436 0.022  0.1613
C -0.323 0.256 -0.011  0.6359
F -0.544 1.097 -1.043  -0.2878
F -0.487 1.059 1.066  -0.2961
Cl -1.648 -1.020 0.003  -0.0154



Which value of Kohn-Sham gap does entry 2 give?
8.96 eV



Look up the highest occupied orbital energy of the first one.
-8.63 eV



The highest ΔE to the lowest compared entry with this formula, charge and spin belongs to which entry?
C5H10O3